Record 1
ORCA calculation (ωB97M-V with the def2-TZVPD basis set) on 11 unconnected molecules or ions with the total composition C26H79N17O11.

- HOMO-LUMO gap (eV) = 8.633
- structure (SMILES) = COC[C@H](C)N.COC[C@H](C)N.COC[C@H](C)N.COC[C@H](C)N.COC[C@H](C)N.NC(N)=O.NC(N)=O.NC(N)=O.NC(N)=O.NC(N)=O.NC(N)=O
- charge = 0
- ΔE to the lowest compared entry with this formula, charge and spin (kcal/mol) = 14.5
- E_tot (eV) = -76101.3406
- F_max (eV/A) = 2.4
- E_LUMO (eV) = -0.237

The geometry in XYZ format:
```
133
Properties=species:S:1:pos:R:3:lowdin_charge:R:1
H 11.9301 -4.7119 6.3753 0.05
C 11.9350 -7.0526 4.8902 -0.21
H 9.0483 1.4606 -1.7857 0.07
H 11.7670 -1.3824 0.6259 0.07
N 8.7953 4.1295 1.9132 0.03
O 7.6200 3.0972 6.5056 0.04
O 7.5188 -1.5642 -4.1475 -0.17
O 12.5876 -2.3154 6.9868 0.02
O 8.6696 0.2611 1.9021 -0.22
H 8.7217 -3.8609 0.0002 0.04
H 12.2887 1.0351 4.3885 0.10
H 6.7811 -5.7203 5.8290 0.10
C 6.9580 3.9747 5.9900 -0.66
H 11.8332 -6.1757 2.2909 0.07
O 12.6756 -4.1585 1.3004 -0.27
H 10.4721 -7.2366 2.7809 0.08
O 5.9225 -5.0648 -0.8906 0.01
C 14.1071 -2.9775 2.8032 -0.43
H 10.8018 -3.5259 1.5770 0.05
H 11.1730 0.9947 2.9830 0.08
O 10.5455 1.1698 6.0583 0.01
H 10.3889 -1.6946 2.7035 0.13
H 12.2271 -6.0048 4.7965 0.09
H 7.6489 -3.2883 -3.0054 0.10
H 11.6849 -6.8891 7.7758 0.08
H 15.5143 -1.6651 3.8312 0.08
H 7.8386 -4.4194 6.3187 0.11
O 12.3032 -7.6830 3.6676 -0.16
H 8.0103 -5.8941 2.6153 0.09
N 8.1002 -4.3541 -0.6478 0.16
N 10.6274 -1.7782 5.9602 0.17
N 5.0968 -2.6122 -3.1122 0.05
H 12.3078 -9.7558 5.6408 0.08
N 3.7919 0.2245 2.9288 0.14
N 6.5388 -4.0436 1.0219 0.14
H 4.3031 -3.3748 -5.6033 0.07
H 5.0422 -1.8607 0.8027 0.08
H 16.1959 -3.1921 3.2664 0.08
H 7.9750 -3.4579 -4.7396 0.13
H 5.7129 -4.3710 -3.9676 0.13
C 7.3384 -2.9466 -3.9998 -0.23
H 8.4823 -4.9307 -1.3731 0.10
H 4.4711 -2.1021 2.3639 0.08
C 15.4952 -2.3937 3.0229 -0.07
C 8.1294 -5.1175 4.4312 -0.65
H 10.8748 -0.8050 6.0403 0.05
H 5.8969 4.4182 7.6167 0.10
C 9.9442 -1.7080 1.7014 -0.39
H 3.4292 1.1610 2.9231 0.10
H 10.6137 -0.0126 0.4885 0.07
H 10.3135 -1.5123 -0.3716 0.07
H 6.8903 -6.6150 3.7524 0.10
H 6.8163 4.4940 1.4205 0.13
C 12.6540 -7.6704 6.0816 -0.40
C 11.5619 -7.1877 2.6072 -0.13
C 7.4145 0.9165 1.8247 -0.10
H 7.9787 4.0421 4.2074 0.05
H 13.3869 -2.1484 2.8007 0.13
H 8.9595 -1.3300 -2.6210 0.08
H 7.5141 1.9860 1.9966 0.06
H 8.0747 6.5767 2.0827 0.07
H 5.7746 -4.5217 1.4616 0.10
O 8.9476 -4.2405 4.1293 -0.02
H 9.5550 -1.4036 -4.2840 0.09
C 4.0898 -0.1921 1.6428 -0.70
C 11.5688 -2.6688 6.4147 -0.69
H 7.1490 6.7656 0.5801 0.08
H 8.9668 6.5205 0.6018 0.08
N 7.5960 -5.1542 5.6793 0.18
H 7.0358 4.3617 -0.9562 0.14
N 7.7219 -6.0867 3.5609 0.17
O 8.3270 2.8774 -0.4496 -0.21
H 13.1191 -4.5282 3.6517 0.04
N 12.4483 -6.6605 7.1478 0.03
C 5.8840 -3.3198 -4.1925 -0.40
C 8.0018 6.2637 1.0379 -0.07
H 9.2580 3.3824 1.3901 0.06
H 9.3946 -3.6411 2.2339 0.04
C 12.5341 -4.7953 0.0374 -0.11
H 8.4935 2.0349 4.9377 0.07
N 7.2048 4.4432 4.7228 0.15
C 8.5409 -1.1344 1.7933 -0.21
H 7.5366 2.3370 -2.2565 0.10
H 8.0103 -1.4927 2.6882 0.13
H 6.7653 0.5217 2.6173 0.09
N 11.3332 -3.9671 6.0502 0.15
N 4.6042 -1.4544 1.6101 0.15
C 14.0369 -3.7362 1.5079 -0.18
N 9.2360 1.7901 4.2981 0.19
C 8.7163 -1.0658 -3.6626 -0.12
H 13.1901 -5.6672 -0.0183 0.09
H 13.2592 -6.6291 7.7563 0.09
H 9.2029 3.0391 -2.3403 0.09
H 13.1834 -3.2638 4.5681 0.04
C 8.0012 4.2497 -0.4393 -0.20
C 10.3657 1.2931 4.8545 -0.66
H 9.5898 4.7658 1.9923 0.08
H 6.9062 0.8111 0.8625 0.09
H 11.0167 -9.0434 6.6387 0.08
H 11.4979 -5.1415 0.0160 0.08
H 14.6165 -4.6623 1.6364 0.14
H 7.3086 -3.6923 1.5673 0.05
H 12.5911 -9.4404 7.3081 0.08
N 5.9632 4.6683 6.6459 0.14
H 11.6320 -7.8428 1.7319 0.09
H 12.6480 -4.0728 -0.7751 0.09
H 13.7204 -7.7188 5.8702 0.15
N 11.3818 0.9903 3.9639 0.16
H 5.1859 -3.2945 -2.3543 0.03
H 14.3742 -3.1876 0.6266 0.13
C 10.7164 -1.0938 0.5555 -0.03
O 3.9406 0.5270 0.6782 0.04
C 5.2979 -2.9423 -5.5426 -0.07
C 8.5095 2.4090 -1.7639 -0.10
H 6.6951 5.1532 4.2325 0.08
H 9.7327 -2.0983 5.6419 0.07
C 12.0860 -9.0294 6.4269 -0.07
H 8.7189 0.0237 -3.6393 0.07
H 8.7800 4.8504 -0.9198 0.13
H 5.3506 -1.8993 -5.8394 0.08
H 9.0930 1.7086 3.3053 0.05
H 15.8272 -1.8805 2.1127 0.07
H 10.5655 -4.1861 5.4372 0.04
N 13.7899 -3.8340 3.9856 0.08
H 3.7603 -0.3870 3.7191 0.09
C 6.7958 -4.4680 -0.2772 -0.66
H 7.9661 -1.4127 0.8967 0.12
N 9.8548 -3.1722 1.4452 0.04
C 7.7848 4.7484 0.9896 -0.40
H 5.3292 5.3178 6.2273 0.09
H 5.6979 -1.8828 -2.7279 0.06
H 5.9272 -3.4488 -6.2944 0.08
H 10.8476 -7.1293 5.0311 0.13
```

Record 2
ORCA calculation (ωB97M-V with the def2-TZVPD basis set) on 2 unconnected molecules or ions with the total composition H11N5Si2.

- HOMO-LUMO gap (eV) = 7.987
- charge = 0
- ΔE to the lowest compared entry with this formula, charge and spin (kcal/mol) = 60.2
- E_tot (eV) = -23384.4828
- F_max (eV/A) = 5.6
- E_LUMO (eV) = 0.036

The geometry in XYZ format:
```
18
Properties=species:S:1:pos:R:3:lowdin_charge:R:1
H 0.1174 -2.8115 -0.5116 0.03
N 2.6594 -0.4737 0.6707 -0.11
H -1.7380 -0.3645 2.3743 -0.05
N 0.8268 -2.1679 -0.1976 -0.11
H -2.4375 -1.4386 0.0919 0.03
H 1.7445 -2.5434 -0.2760 0.00
H 2.7509 0.3756 1.1352 -0.04
Si 0.8250 -0.6653 0.6224 0.72
N -2.1894 -0.4593 -0.1022 -0.14
H -0.4459 1.9627 -2.5971 -0.01
H 1.1040 1.9233 -1.9947 0.06
H 3.1585 -1.2788 1.0470 0.02
H -1.6007 2.5732 1.6048 -0.12
N 0.1502 1.4547 -2.0203 0.04
N -0.9745 1.9893 1.1483 -0.25
H -0.0494 1.6427 -1.1351 -0.14
Si -1.3484 0.4215 1.1134 0.06
H -2.5530 -0.1400 -0.9733 0.01
```

Record 3
ORCA calculation (ωB97M-V with the def2-TZVPD basis set) on a single C2H6N2O molecule.

- HOMO-LUMO gap (eV) = 10.462
- structure (SMILES) = CC(=O)NN
- charge = 0
- ΔE to the lowest compared entry with this formula, charge and spin (kcal/mol) = 33.8
- E_tot (eV) = -7198.3222
- F_max (eV/A) = 1.5
- E_LUMO (eV) = 0.802

The geometry in XYZ format:
```
11
Properties=species:S:1:pos:R:3:lowdin_charge:R:1
N -1.5393 -0.1296 -0.0288 0.01
H -0.4569 -1.9107 -0.0295 0.12
C 0.9341 1.0850 0.0341 -0.03
O 1.8633 -1.1526 -0.0302 0.02
H 0.6541 1.4786 1.0652 0.11
H -1.9203 -0.4018 -0.9537 0.09
N -0.3665 -0.9410 0.1521 -0.04
H 0.1778 1.3925 -0.7482 0.09
H -2.2096 -0.3992 0.7310 0.10
H 1.9742 1.3825 -0.2474 0.09
C 0.8890 -0.4037 0.0553 -0.56
```

Record 4
ORCA calculation (ωB97M-V with the def2-TZVPD basis set) on 2 unconnected molecules or ions with the total composition C2H7BNO3.

- HOMO-LUMO gap (spin up / spin down) (eV) = 7.710 / 6.910
- charge = +1
- ΔE to the lowest compared entry with this formula, charge and spin (kcal/mol) = 37.0
- E_tot (eV) = -10485.0562
- <S²> = 2.009
- spin multiplicity = 3
- F_max (eV/A) = 7.8
- E_LUMO (spin up / spin down) (eV) = -3.731 / -9.580

The geometry in XYZ format:
```
14
Properties=species:S:1:pos:R:3:lowdin_charge:R:1
C -0.9036 -0.2695 -0.3474 -0.02
H -2.0393 -0.2458 -0.3860 0.15
O 0.3901 0.8511 1.4097 0.26
C 1.6579 -0.5490 -1.5004 0.01
H -0.3258 -1.1671 -0.8608 0.15
H -0.5000 1.8518 -0.5788 0.21
O 2.5331 -0.7252 -0.8241 0.15
B -0.2840 -0.2499 1.1434 -0.70
O -0.4331 -1.3946 1.8395 0.23
H -0.9469 0.8971 -2.0948 0.14
H 0.7661 0.9546 2.2183 0.09
H 0.1495 -1.6233 2.5446 0.12
N -0.5459 0.9726 -1.1978 0.14
H 0.4820 0.6972 -1.3653 0.07
```

Record 5
ORCA calculation (ωB97M-V with the def2-TZVPD basis set) on a molecular structure, C41H41FMnN5O4P.

- HOMO-LUMO gap (spin up / spin down) (eV) = 7.278 / 7.134
- charge = +2
- ΔE to the lowest compared entry with this formula, charge and spin (kcal/mol) = 18.4
- E_tot (eV) = -102137.3745
- <S²> = 0.913
- spin multiplicity = 2
- F_max (eV/A) = 1.0
- E_LUMO (spin up / spin down) (eV) = -4.724 / -4.728

The geometry in XYZ format:
```
94
Properties=species:S:1:pos:R:3:lowdin_charge:R:1
Mn 0.1899 -0.3594 0.2056 0.58
H -1.2318 4.6598 -1.7376 0.11
C 0.1633 1.9929 4.9576 -0.05
H -1.7736 1.9598 5.8757 0.11
C -2.9048 -6.5699 -0.0547 -0.13
C 2.9135 0.0694 -1.2206 -0.10
C 1.3645 -4.7861 1.1812 0.06
H -3.5400 -9.5893 -1.7900 0.18
C 2.1073 -0.6361 -3.7072 -0.01
H 4.9062 -0.3790 -1.8342 0.12
C -1.1484 -4.3819 0.1989 -0.04
H -3.0574 -8.5389 1.5910 0.13
H -4.2987 2.1828 1.2509 0.11
H 0.6715 2.2950 5.8639 0.12
H -3.4443 5.6029 -1.1676 0.11
C -2.4464 -4.1976 -0.2894 0.10
C -3.2649 -1.3100 2.3538 -0.09
C 0.2422 1.4201 2.6329 -0.28
H 2.3627 -4.9842 1.5485 0.15
H 1.2714 -7.7870 0.6535 0.16
N -3.7547 -7.6850 -0.2042 -0.09
C -1.8594 1.3925 3.8099 -0.07
H -0.5736 -1.0336 -3.5501 0.13
H 1.9610 1.9899 3.7800 0.12
H -5.9464 -9.1925 -2.1929 0.14
C -5.2729 -2.3034 1.4798 -0.08
C 0.8915 1.8176 3.7902 -0.01
H -1.3142 0.9494 -1.8087 0.05
H -2.4979 -1.2725 3.1185 0.11
H -2.9311 1.2340 3.8155 0.11
O 3.2527 -2.8169 1.2564 0.07
H -4.7615 -7.1644 -1.9566 0.14
H 2.6137 -7.9921 2.7450 0.12
C 1.0398 -3.5033 0.8430 -0.01
H 1.7422 -0.9131 -4.6881 0.12
C -4.2064 -0.5037 0.2918 -0.09
C -3.2938 -5.2591 -0.3937 -0.18
C -2.3786 2.1745 0.2785 -0.33
H -6.0787 -3.0214 1.5648 0.11
C 2.1051 -2.4552 1.0746 -0.57
H -2.6640 -10.3863 0.1188 0.14
C -0.2456 -3.2409 0.3010 -0.25
H -0.3582 -7.2338 3.2394 0.12
N 1.6021 0.1378 -1.5050 0.07
H -4.2615 -10.8318 0.7526 0.14
H -6.1329 -9.4292 -0.4521 0.14
H 1.0029 2.1670 0.9059 0.11
C 3.4533 -0.7032 -3.4011 -0.03
H -5.9921 -1.4818 -0.3691 0.11
N -4.2606 -9.9853 -1.1855 0.06
H -4.3236 -2.9073 3.3088 0.11
C -3.6220 2.7198 0.5977 -0.08
P -1.7757 0.6334 1.0405 1.09
C -1.6201 -6.7475 0.4303 0.06
H 1.9734 -6.3924 3.3318 0.12
H -2.7825 -3.2026 -0.5568 0.14
H 1.9240 0.9900 1.5872 0.10
C -3.8376 -8.6818 0.8501 -0.12
F -4.5579 -5.0366 -0.8134 0.07
C -1.5217 2.8871 -0.5629 -0.12
C -4.2892 -2.2394 2.4575 -0.07
O -1.0333 0.0281 -1.8666 -0.11
C -1.9036 4.1162 -1.0861 -0.06
O 1.7012 -1.2276 1.1038 -0.13
C 0.3902 -7.8027 2.7035 -0.09
H 4.1681 -1.0447 -4.1380 0.12
C -4.0013 3.9460 0.0759 -0.05
C 1.7965 -7.2862 2.7500 -0.07
C -3.1438 4.6447 -0.7653 -0.06
C 0.9987 -7.1567 1.4917 -0.26
H -0.4512 0.7116 -3.7279 0.14
C -3.2245 -0.4248 1.2769 -0.35
C 1.2160 -0.2027 -2.7366 -0.24
C -1.2108 1.7951 4.9666 -0.06
C -5.4573 -9.0783 -1.2290 -0.07
H -4.9681 4.3611 0.3284 0.12
H -1.2714 -7.7400 0.6733 0.11
N 0.9688 1.2702 1.3803 0.02
H 3.1974 0.3316 -0.2116 0.11
H -4.7937 -8.6003 1.3802 0.14
C -0.2571 -0.1199 -3.0468 -0.15
O -0.6519 -2.1271 -0.1106 -0.07
H -0.5415 2.4869 -0.8077 0.09
H -4.1796 0.1638 -0.5610 0.11
C -5.2270 -1.4382 0.3954 -0.07
C -4.9759 -7.6377 -1.0006 -0.13
C -1.1341 1.1794 2.6419 -0.28
C -3.7001 -10.0691 0.2165 -0.06
C 3.8678 -0.3363 -2.1292 -0.03
H -4.4849 -10.9131 -1.5405 0.19
N 0.5337 -5.8416 1.0963 0.02
H 0.2316 -8.8723 2.6811 0.11
H -5.7891 -7.0813 -0.5265 0.14
C -0.7462 -5.6637 0.5867 -0.11
```

Record 6
ORCA calculation (ωB97M-V with the def2-TZVPD basis set) on 7 unconnected molecules or ions with the total composition C17H46NO10PS.

- HOMO-LUMO gap (eV) = 8.762
- structure (SMILES) = CC(C)=CCC[C@@H](C)CCOC(=O)NP(O)(O)=S.CO.CO.CO.CO.CO.CO
- charge = 0
- E_tot (eV) = -60464.0066
- F_max (eV/A) = 1.5
- E_LUMO (eV) = 0.399

The geometry in XYZ format:
```
76
Properties=species:S:1:pos:R:3:lowdin_charge:R:1
O 1.9951 0.2998 -6.6019 -0.16
C -1.3576 -1.7379 -1.1435 -0.06
C 1.5266 3.1320 0.3436 -0.16
H -2.8495 0.0061 0.2899 0.13
C -0.7341 -5.3482 7.8469 -0.15
H -6.7549 3.2711 0.3476 0.07
H 2.2360 -1.9668 1.1415 0.06
H -2.0845 2.4874 0.5292 0.09
H 5.3369 4.7423 -0.8710 0.08
P 1.4011 1.7232 -6.3047 0.07
H -0.5606 2.2548 -5.3204 0.12
H -3.0338 0.8270 -2.7756 0.10
H 3.6464 5.3539 -2.3545 0.08
O 4.0839 -2.6703 2.7255 -0.14
S 2.6089 2.9691 -5.5058 0.29
H 5.1175 -2.5397 4.5245 0.08
H 4.2681 3.4035 -0.4079 0.06
H -1.6393 2.4269 -1.1446 0.11
H 3.3444 -2.4756 4.6554 0.06
H -4.0988 2.2576 -1.7532 0.10
C -4.6870 2.6334 0.1884 -0.35
H -0.9102 -4.8140 8.7838 0.08
C -2.6953 -0.1939 -2.6150 -0.14
H -6.3304 2.5092 -1.2015 0.07
H 1.6461 -6.1411 4.8916 0.08
H 0.6874 4.4408 -0.8055 0.07
O 0.8102 2.1970 -7.7259 -0.19
O 0.3914 3.8665 -0.0915 -0.12
N 0.0430 1.4360 -5.3054 -0.01
H 4.0563 -3.6323 2.7936 0.06
H 1.9293 2.5282 -0.4744 0.07
H 4.9501 3.4562 -2.0442 0.08
O -0.5426 -0.5871 -6.3126 0.12
H -4.3408 2.3267 2.3172 0.08
C -1.6451 -0.2687 -1.5076 -0.38
O 3.3940 4.7779 -1.6276 -0.14
H -1.1515 0.4240 0.4059 0.10
C 4.5583 4.0608 -1.2227 -0.15
C -2.0297 0.4998 -0.2422 -0.17
H -2.2399 -2.3606 -1.3062 0.08
C -2.3291 1.9996 -0.4133 -0.18
H -5.1239 3.8305 1.9005 0.07
C -2.1711 -0.7234 -3.9434 -0.13
H -1.1087 -1.8072 -0.0850 0.07
H -0.5205 -2.1429 -1.7119 0.07
H 3.9506 -5.8723 5.2086 0.08
C -4.3552 3.1307 1.5733 -0.06
H -1.1195 -4.7475 7.0263 0.08
H 1.6722 0.1062 -0.7006 0.06
H 2.0328 -4.6626 5.7906 0.06
C -3.7714 2.2994 -0.7180 -0.09
H -3.3837 3.6166 1.6037 0.07
C 2.1612 -5.1801 4.8412 -0.15
O 1.5040 -0.3624 0.1220 -0.14
H -2.8883 -1.3803 -4.4342 0.13
O 3.5428 -5.3472 4.5154 -0.13
H 2.2935 -2.1457 -0.6237 0.08
O 0.6543 -5.5403 7.6030 -0.14
H 0.7194 3.1574 -7.7188 0.07
H -1.2753 -6.2973 7.8705 0.08
O -1.9065 0.4098 -4.8120 0.00
H -3.5786 -0.7669 -2.3186 0.13
H 2.3032 3.8100 0.7051 0.07
H 1.2143 2.4757 1.1525 0.08
H 4.2376 -1.0875 3.9895 0.08
H -6.5032 1.5336 0.2665 0.08
H -0.7227 0.1804 -1.8955 0.13
H 1.7221 -4.5837 4.0431 0.08
C -0.7899 0.3165 -5.5573 -0.58
H 3.4593 -1.0941 0.2199 0.08
H 1.0134 -6.0696 8.3206 0.08
C 4.2032 -2.1733 4.0516 -0.16
H -1.2524 -1.2970 -3.8123 0.12
C -6.1539 2.4926 -0.1257 -0.07
H 1.4986 -0.2054 -7.2607 0.09
C 2.4262 -1.4472 0.2082 -0.15
```